106
Properties=species:S:1:pos:R:3:lowdin_charge:R:1 method="wB97M-V/def2-TZVPD" total_charge=-1 e_tot_ha=-3182.71447 lumo_ev=-0.63 multiplicity=1 homo_lumo_gap_ev=5.147 mol_weight_g_mol=760.8
C 3.76 4.10 2.25 -0.115
C 2.51 4.94 2.50 -0.284
C 1.34 4.56 1.60 -0.217
C 0.06 5.33 1.96 -0.207
C -1.12 4.45 2.36 -0.219
C -1.63 3.56 1.21 -0.191
C -2.44 2.33 1.68 -0.204
C -1.75 0.99 1.43 -0.212
C -0.41 0.80 2.11 -0.186
C -0.46 0.93 3.65 -0.201
C 0.49 -0.04 4.36 -0.207
C -0.03 -1.49 4.40 -0.195
C 0.54 -2.41 3.30 -0.203
C -0.52 -3.27 2.59 -0.192
C -0.36 -3.33 1.05 -0.205
C 0.43 -4.55 0.55 -0.200
C 1.93 -4.26 0.45 -0.203
C 2.30 -3.48 -0.82 -0.203
C 3.83 -3.32 -0.96 -0.210
C 4.48 -4.50 -1.68 -0.253
S 6.03 -4.07 -2.48 0.485
O 6.65 -3.17 -1.55 -0.333
O 6.70 -5.34 -2.68 -0.363
N 5.71 -3.48 -3.93 -0.328
S 4.95 -2.06 -4.07 0.519
O 5.21 -1.59 -5.42 -0.340
O 5.20 -1.11 -3.00 -0.348
B 3.09 -2.30 -4.14 -0.511
O 2.36 -1.15 -3.92 0.113
C 2.39 -3.65 -4.53 -0.153
C 0.86 -3.59 -4.45 -0.116
H 4.11 4.19 1.22 0.074
H 4.57 4.44 2.90 0.066
H 3.59 3.05 2.48 0.069
H 2.76 5.99 2.34 0.106
H 2.21 4.84 3.55 0.105
H 1.62 4.81 0.58 0.114
H 1.17 3.49 1.66 0.087
H -0.23 6.01 1.15 0.108
H 0.28 5.98 2.82 0.101
H -1.94 5.10 2.64 0.094
H -0.85 3.84 3.22 0.091
H -2.28 4.19 0.59 0.107
H -0.81 3.25 0.56 0.104
H -2.73 2.44 2.72 0.087
H -3.37 2.32 1.11 0.103
H -1.64 0.86 0.35 0.112
H -2.42 0.19 1.76 0.109
H -0.01 -0.17 1.82 0.089
H 0.30 1.54 1.73 0.093
H -1.48 0.76 3.98 0.107
H -0.18 1.94 3.92 0.089
H 0.66 0.32 5.38 0.100
H 1.46 -0.02 3.87 0.111
H 0.22 -1.92 5.37 0.100
H -1.12 -1.47 4.36 0.097
H 1.26 -3.08 3.77 0.106
H 1.09 -1.81 2.57 0.085
H -1.51 -2.88 2.79 0.094
H -0.50 -4.29 2.99 0.102
H 0.13 -2.42 0.71 0.088
H -1.35 -3.33 0.61 0.101
H 0.24 -5.40 1.21 0.101
H 0.08 -4.81 -0.45 0.104
H 2.48 -5.21 0.41 0.114
H 2.29 -3.71 1.32 0.107
H 1.91 -4.06 -1.66 0.097
H 1.79 -2.52 -0.84 0.105
H 4.09 -2.37 -1.43 0.081
H 4.24 -3.27 0.05 0.113
H 4.77 -5.26 -0.96 0.095
H 3.81 -5.00 -2.38 0.078
H 2.11 -1.05 -3.01 0.098
H 2.66 -3.81 -5.58 0.118
H 2.78 -4.49 -3.97 0.075
H 0.42 -4.59 -4.44 0.070
H 0.44 -3.08 -5.31 0.041
H 0.50 -3.10 -3.55 0.059
C -5.43 3.63 7.44 0.073
C -4.39 3.77 6.60 -0.234
C -4.58 4.20 5.17 -0.302
O -3.58 4.31 4.49 0.103
C -5.93 4.44 4.69 0.079
C -6.96 4.29 5.53 -0.238
C -6.77 3.89 6.97 -0.316
O -7.77 3.81 7.66 0.102
O -8.23 4.49 5.18 0.115
O -3.13 3.56 6.95 0.122
H -5.30 3.33 8.47 0.135
H -6.05 4.73 3.65 0.137
H -8.76 4.32 5.98 0.118
H -2.60 3.73 6.15 0.120
C -1.31 -0.69 -10.27 0.070
C -0.58 -1.64 -9.68 -0.235
C -0.68 -1.93 -8.20 -0.303
O 0.02 -2.83 -7.77 0.116
C -1.58 -1.13 -7.40 0.082
C -2.31 -0.18 -7.99 -0.238
C -2.23 0.09 -9.47 -0.318
O -2.96 0.97 -9.91 0.096
O -3.17 0.60 -7.34 0.112
O 0.29 -2.40 -10.33 0.121
H -1.25 -0.48 -11.33 0.133
H -1.63 -1.34 -6.34 0.137
H -3.56 1.19 -8.01 0.115
H 0.69 -3.00 -9.66 0.123